1.
Computed, not measured: C36H108N2O20Pd as an isolated structure at a distorted geometry, with ωB97M-V with the def2-TZVPD basis set.

```
! RIJCOSX wB97M-V def2-TZVPD def2/J DEFGRID3
* xyz -1 4
Pd -3.26838 1.28517 -1.32826
C -1.79216 -0.83646 -5.02187
C -0.84721 0.42336 -5.23289
C -0.83853 0.62073 -6.75922
C -0.33273 2.03404 -7.18015
C -1.10417 3.09526 -6.46687
C -1.02853 3.02472 -4.92392
N -1.48124 1.66587 -4.56733
O -1.88906 1.46222 -3.20399
C -2.10781 4.07651 -4.45135
C 0.37229 3.42947 -4.41416
C 0.66293 0.19130 -4.74646
H -2.74108 -0.74741 -5.55077
H -1.91751 -1.11249 -3.97488
H -1.25521 -1.67628 -5.46288
H -1.79421 0.43209 -7.24830
H -0.11517 -0.12231 -7.09499
H -0.56541 1.99199 -8.24420
H 0.74750 2.16548 -7.11753
H -2.13431 3.03843 -6.81854
H -0.81469 4.07376 -6.85008
H -1.92400 5.01567 -4.97317
H -2.19614 4.33718 -3.39667
H -3.07027 3.71344 -4.81183
H 1.23316 2.94156 -4.87125
H 0.34747 3.25895 -3.33787
H 0.54846 4.50220 -4.49364
H 1.10500 -0.75260 -5.06541
H 0.74568 0.26512 -3.66212
H 1.35709 0.95140 -5.10491
C 0.35130 1.96150 1.58678
C 0.63075 0.67914 0.67901
C 1.93958 -0.04118 1.17284
C 2.12758 -1.48223 0.84468
C 0.77018 -2.28508 1.04020
C -0.44556 -1.69945 0.22495
N -0.52334 -0.24056 0.56224
O -1.80442 0.46230 0.15964
C -1.70301 -2.43410 0.72802
C -0.23641 -2.09627 -1.25838
C 1.06622 1.21194 -0.72716
H -0.12281 1.65247 2.51835
H -0.28698 2.65195 1.03544
H 1.26310 2.53318 1.75972
H 2.02423 0.00220 2.25868
H 2.83734 0.43200 0.77507
H 2.86072 -1.99165 1.47006
H 2.46200 -1.62787 -0.18247
H 0.57480 -2.21706 2.11039
H 0.93063 -3.33547 0.79723
H -2.11715 -1.99575 1.63600
H -1.50175 -3.49693 0.86213
H -2.53582 -2.30104 0.03749
H -1.04300 -1.73235 -1.89483
H -0.27373 -3.18453 -1.30736
H 0.74303 -1.87777 -1.68389
H 0.47361 2.01336 -1.16835
H 1.15328 0.38306 -1.42964
H 2.04889 1.68320 -0.70794
C -2.93841 2.86506 3.42331
O -2.04350 2.37938 4.39938
H -3.14025 3.92571 3.57291
H -2.60689 2.70583 2.39723
H -3.88423 2.33962 3.55534
H -1.87290 1.44872 4.23701
C -4.91612 -4.20871 -0.77964
O -5.05862 -2.89541 -0.28105
H -5.27700 -4.13482 -1.80551
H -3.90260 -4.60874 -0.75023
H -5.55962 -4.89821 -0.23320
H -5.58648 -2.98255 0.51605
C -5.50995 -3.09271 3.16635
O -6.33971 -3.28341 1.98671
H -4.63031 -2.52490 2.86316
H -5.99135 -2.48063 3.92905
H -5.19556 -4.03772 3.60932
H -7.25698 -3.17594 2.24873
C -4.45153 -1.41814 -3.04688
O -4.23461 -0.76879 -1.73297
H -3.86105 -2.29851 -3.30060
H -5.49946 -1.71213 -3.10621
H -4.25074 -0.75838 -3.89098
H -4.26155 -1.48380 -1.09294
C 4.56540 -0.98114 3.82131
O 5.90781 -1.39703 3.47000
H 3.83387 -1.77313 3.98168
H 4.57306 -0.39088 4.73763
H 4.19134 -0.25621 3.09836
H 5.92141 -2.22069 2.97706
C 3.58534 -4.61028 -0.52637
O 4.94067 -4.99157 -0.55308
H 3.14349 -4.49514 0.46338
H 3.38798 -3.69435 -1.08334
H 3.03468 -5.46303 -0.92347
H 5.17848 -5.27331 -1.43946
C 6.05382 0.29621 -0.08964
O 6.87115 1.27991 0.53046
H 5.97825 -0.53741 0.60854
H 5.07750 0.73714 -0.29084
H 6.55771 -0.07773 -0.98092
H 7.51238 0.89146 1.13007
C 0.86007 5.74150 2.38741
O 0.59369 6.25054 1.12127
H 1.92641 5.55479 2.51450
H 0.62773 6.52812 3.10528
H 0.32530 4.80170 2.52489
H -0.26049 6.68661 1.07847
C 2.71691 -4.79510 3.45376
O 2.46924 -4.73673 4.90819
H 3.07308 -5.80996 3.27680
H 1.83383 -4.54751 2.86471
H 3.49840 -4.08805 3.17545
H 3.29790 -4.91894 5.35733
C -2.00820 4.13536 -0.49270
O -3.25032 3.53231 -0.82428
H -1.95605 4.20699 0.59369
H -1.13698 3.59337 -0.86054
H -1.93350 5.16262 -0.84945
H -3.90621 4.20566 -0.62935
C -4.75395 0.24360 1.26136
O -4.80570 1.30955 0.36619
H -4.39049 -0.64322 0.74219
H -4.05374 0.40904 2.08016
H -5.76269 0.04121 1.62135
H -5.12571 2.08342 0.83558
C 0.01125 -6.39013 0.62649
O -0.43981 -6.94883 -0.57595
H 1.04969 -6.05889 0.62081
H -0.57615 -5.47483 0.69919
H -0.25818 -7.02269 1.47229
H 0.31901 -7.36863 -0.98773
C -0.64090 -1.08019 4.29580
O -1.54794 -0.19702 3.63741
H -0.71300 -2.08899 3.88932
H 0.36593 -0.70040 4.12216
H -0.85745 -1.15719 5.36130
H -1.29958 -0.27835 2.71367
C 1.63936 2.41250 5.37265
O 2.49172 1.48454 4.71347
H 1.74991 3.42127 4.97485
H 0.60461 2.10726 5.21701
H 1.92183 2.39108 6.42520
H 2.50343 0.70013 5.26679
C 4.17191 3.79280 2.00213
O 4.12614 3.51039 3.38089
H 4.84422 4.58726 1.67820
H 4.56115 2.95001 1.43091
H 3.14349 3.96177 1.68290
H 3.42886 2.86345 3.51072
C -2.75620 -5.51203 3.38046
O -3.10733 -5.08381 4.65321
H -3.45092 -6.24648 2.97296
H -2.77231 -4.60428 2.77728
H -1.78946 -6.01541 3.39164
H -2.32280 -4.78883 5.12128
C 3.83952 1.34997 -2.96988
O 5.14574 1.25519 -3.51720
H 3.86536 2.15810 -2.23889
H 3.08634 1.51844 -3.73958
H 3.56729 0.40775 -2.49426
H 5.24521 2.04934 -4.04731
C 2.71916 5.34093 -1.74510
O 2.62770 6.27349 -0.69346
H 2.07865 5.58031 -2.59395
H 3.71759 5.12257 -2.12399
H 2.38453 4.34636 -1.45023
H 1.83387 6.16653 -0.16432
*
```

Computed properties:
E_tot ... -3178.0159 hartree
HOMO-LUMO gap (alpha / beta) ... 1.37 / 4.93 eV
HOMO level (alpha / beta) ... 0.25 / -3.32 eV
Molar mass ... 995.7 g/mol
<S²> ... 3.76



2.
Computed, not measured: C33H28Br2CrF3N5O3 as an isolated structure at a distorted geometry, with ωB97M-V with the def2-TZVPD basis set.

```
! RIJCOSX wB97M-V def2-TZVPD def2/J DEFGRID3
* xyz 1 2
Cr 0.30080 -0.16622 -1.61863
Br 5.58311 0.00617 -5.59934
C 4.10546 -0.06062 -4.42831
C 3.97915 0.88375 -3.40511
C 2.87273 0.81148 -2.59409
N 1.90538 -0.10170 -2.72791
C 2.06788 -1.05974 -3.66979
C 3.15246 -1.05735 -4.54526
C 1.01410 -2.05580 -3.64282
C 0.92243 -3.11284 -4.54284
C -0.16867 -3.96125 -4.46763
Br -0.37867 -5.35067 -5.72664
C -1.12068 -3.75358 -3.46636
C -0.93801 -2.69832 -2.59709
N 0.09767 -1.85600 -2.66213
H 4.72776 1.64545 -3.26222
H 2.75297 1.49530 -1.76421
H 3.25184 -1.81444 -5.30597
H 1.66966 -3.24651 -5.30878
H -1.98790 -4.39256 -3.39133
H -1.65875 -2.50498 -1.81115
C -2.06243 4.19893 4.21861
O -1.82836 2.98357 3.54463
C -1.90780 1.82150 4.25548
C -2.19634 1.71038 5.60598
C -2.25441 0.45825 6.19837
C -2.02227 -0.68355 5.45643
C -1.73947 -0.59136 4.10256
C -1.67344 0.65682 3.49917
N -1.49826 0.84599 2.11916
C -0.76327 0.13037 1.23146
N 0.16079 -0.69099 1.74000
C 1.08944 -1.51269 1.09725
C 1.36593 -1.44510 -0.26639
C 2.31458 -2.35899 -0.72654
C 2.93972 -3.27473 0.09616
C 2.66928 -3.30197 1.45369
C 1.76722 -2.39575 1.97527
O 1.46497 -2.27640 3.30687
C 2.30997 -2.92242 4.24250
N -0.94959 0.26894 -0.07180
C -1.83100 1.31901 -0.44081
C -3.20384 1.29571 -0.24598
C -3.96801 2.38033 -0.64430
C -3.36635 3.48147 -1.22573
C -1.99096 3.53174 -1.39581
C -1.22124 2.45395 -0.99385
O 0.15614 2.35127 -1.09468
C 0.81190 3.52942 -1.54075
H -1.91070 4.97618 3.47309
H -1.35755 4.34241 5.04035
H -3.08334 4.25755 4.60211
H -2.38137 2.58471 6.20616
H -2.48481 0.38280 7.24892
H -2.07364 -1.65321 5.92467
H -1.60048 -1.49288 3.52213
H -1.94597 1.68564 1.77176
H 0.23022 -0.72371 2.75178
H 2.60873 -2.36437 -1.76527
H 3.65415 -3.96686 -0.31967
H 3.16280 -4.02367 2.07962
H 3.36565 -2.73263 4.02485
H 2.14137 -4.00311 4.26822
H 2.05873 -2.49345 5.21069
H -3.66970 0.43305 0.20530
H -5.03706 2.34533 -0.51669
H -3.96434 4.31667 -1.55215
H -1.54854 4.38525 -1.87905
H 1.87921 3.37240 -1.40026
H 0.50053 4.38767 -0.93636
H 0.59465 3.71763 -2.59558
F -2.02759 0.24298 -3.03683
C -0.71455 0.54637 -3.27210
F -0.67825 1.87921 -3.52764
F -0.44176 -0.01522 -4.48740
*
```

Computed properties:
E_tot ... -8265.6875 hartree
HOMO-LUMO gap (alpha / beta) ... 6.73 / 6.82 eV
HOMO level (alpha / beta) ... -10.29 / -10.30 eV
Molar mass ... 811.4 g/mol
<S²> ... 0.77



3.
Computed, not measured: a 9-piece molecular cluster, C49H52O17 overall at a distorted geometry, with ωB97M-V with the def2-TZVPD basis set.

```
! RIJCOSX wB97M-V def2-TZVPD def2/J DEFGRID3
* xyz 0 1
C -0.83577 0.65416 0.85258
O -0.28804 1.54242 -0.15076
H -1.90815 0.24290 0.52710
H -1.01715 1.29325 1.78798
H -0.09767 0.02285 1.18426
H -0.97497 1.98779 -0.66192
C -3.27176 4.60277 -3.14844
C -4.46698 4.69211 -3.71914
C -4.96660 3.68103 -4.65289
C -4.05994 2.70214 -5.11416
C -2.84321 2.67412 -4.41815
C -2.33473 3.54778 -3.44965
O -1.25673 3.31842 -2.77251
O -6.14216 3.75876 -5.27705
H -3.03207 5.22406 -2.44463
H -5.21771 5.35139 -3.30301
H -4.42906 2.05027 -5.86846
H -2.11147 1.87255 -4.90975
H -1.36225 3.92070 -1.96239
H -6.11123 3.77568 -6.25899
C -4.20268 1.55624 -1.07844
C -4.89106 0.32287 -1.20018
C -5.76187 -0.11365 -0.05161
C -5.77122 0.72249 1.00085
C -5.00833 1.87216 1.18539
C -4.26487 2.28612 0.05243
O -3.53290 3.45797 0.03639
O -6.35894 -1.29729 -0.10786
H -3.49425 2.02087 -1.76494
H -4.80972 -0.35169 -1.96601
H -6.41052 0.44083 1.89874
H -4.82410 2.28490 2.21546
H -3.67370 4.25029 0.56848
H -6.19095 -1.68731 -0.90400
C 4.24408 1.89542 -0.46356
C 2.88258 2.06664 -0.08387
C 2.54128 2.86216 1.02506
C 3.56152 3.54128 1.75957
C 4.95159 3.25607 1.41310
C 5.26687 2.44766 0.25263
O 6.60706 2.36934 -0.00493
O 1.22893 3.15568 1.27343
H 4.48862 1.27660 -1.36934
H 2.07139 1.63731 -0.65953
H 3.20768 3.97930 2.63567
H 5.82464 3.58513 1.93892
H 6.76047 1.91360 -0.71992
H 0.69814 2.55963 0.59900
C 1.24594 1.71695 7.13740
C 1.36849 2.26474 5.82753
C 0.30707 2.31602 5.04135
C -0.95731 1.94638 5.41079
C -1.04200 1.38061 6.71364
C 0.10231 1.20693 7.59755
O -0.13458 0.60441 8.77717
O 0.52615 2.81802 3.66465
H 2.28621 1.58342 7.69136
H 2.21648 2.45368 5.42519
H -1.89046 2.10727 4.82565
H -1.81707 0.73347 6.79415
H -0.91701 0.07998 8.82251
H 1.49203 2.86478 3.21761
C 1.32425 -1.94716 4.64379
C 1.85733 -1.02906 3.69917
C 3.04858 -1.16266 3.01905
C 3.78873 -2.32725 3.26332
C 3.29410 -3.35711 4.16540
C 2.04154 -3.17309 4.79118
O 1.52199 -4.14867 5.58048
O 3.58705 -0.22004 2.37105
H 0.21214 -1.66097 4.87532
H 1.33357 -0.04379 3.38958
H 4.90384 -2.46420 2.80417
H 3.72543 -4.36788 4.40918
H 2.03614 -4.39215 6.22724
H 3.44650 0.68644 2.68045
C 0.59967 -1.41259 -5.00511
C 0.28110 -0.24627 -4.48213
C 1.36779 0.41539 -3.82061
C 2.60528 -0.16792 -3.63789
C 2.90768 -1.34754 -4.17827
C 1.84321 -2.00276 -4.90458
O 2.06573 -3.19372 -5.48936
O 1.04172 1.67052 -3.33574
H -0.24403 -1.81747 -5.44482
H -0.75285 0.08009 -4.66830
H 3.36999 0.47546 -3.16905
H 3.75541 -1.97018 -4.05895
H 1.43410 -3.93441 -5.37092
H 0.08391 1.90138 -3.29942
C 2.96427 -4.48065 -2.52538
C 2.14218 -3.44982 -2.00194
C 2.60102 -2.63292 -0.93157
C 3.84036 -2.88449 -0.35115
C 4.72136 -3.91552 -0.87298
C 4.22901 -4.65917 -2.00426
O 4.98620 -5.67385 -2.45999
O 1.89181 -1.59744 -0.39777
H 2.55464 -5.11056 -3.37231
H 1.01419 -3.28313 -2.35509
H 4.21207 -2.44541 0.35781
H 5.66333 -4.04253 -0.41356
H 5.83693 -5.65467 -2.34189
H 2.29446 -0.97194 0.25780
C -3.81032 -3.57619 -0.71120
C -2.63411 -3.65633 0.06699
C -1.56187 -3.03045 -0.33565
C -1.48655 -2.32301 -1.55385
C -2.61624 -2.16021 -2.34650
C -3.77062 -2.84335 -1.90082
O -4.93728 -2.92887 -2.58616
O -0.41435 -3.05434 0.51173
H -4.70757 -3.96745 -0.29863
H -2.58165 -4.04799 1.04233
H -0.53605 -1.97928 -2.11696
H -2.70951 -1.54332 -3.36074
H -5.24230 -3.69667 -2.98217
H 0.37841 -2.53526 0.26220
*
```

Computed properties:
SMILES string ... Oc1ccc(O)cc1.Oc1ccc(O)cc1.Oc1ccc(O)cc1.Oc1ccc(O)cc1.Oc1ccc(O)cc1.Oc1ccc(O)cc1.Oc1ccc(O)cc1.Oc1ccc(O)cc1.CO
E_tot ... -3177.0154 hartree
HOMO-LUMO gap ... 8.00 eV
HOMO level ... -7.67 eV
Molar mass ... 912.9 g/mol



4.
Computed, not measured: C32H47BiCl3N3O3SSi as an isolated structure at a distorted geometry, with ωB97M-V with the def2-TZVPD basis set.

```
! RIJCOSX wB97M-V def2-TZVPD def2/J DEFGRID3
* xyz 0 1
C 1.13427 -3.29361 -3.22415
C 0.36581 -2.12839 -3.74989
H 0.97321 -4.18644 -3.82792
H 0.85765 -3.51212 -2.18439
H 2.20038 -3.03792 -3.24324
C -0.43621 -2.14803 -4.82446
C -0.61468 -3.31289 -5.74023
H -0.99866 -1.25601 -5.11609
H -0.26689 -4.26973 -5.32567
H -0.07408 -3.13753 -6.68468
H -1.67866 -3.41491 -5.99319
Bi 0.24261 -0.38410 0.36508
Cl 2.73188 -0.26625 -0.18631
Cl -0.19760 -2.69436 1.35631
H 0.62750 1.88824 5.90001
H 3.16767 1.03893 6.13636
C 0.43398 0.88922 5.48481
C 2.78491 0.10615 5.69616
N 1.63500 0.36586 4.83964
H -0.36355 0.94874 4.74161
C 1.68390 0.17487 3.51733
O 0.71644 0.44492 2.76639
H 3.57913 -0.35785 5.10222
H 2.64312 -0.23359 3.14654
H 0.14305 0.22417 6.30939
H 2.50361 -0.56499 6.51924
H -1.69879 -3.27191 -1.55069
H -3.08686 -1.71321 -3.62710
C -2.64824 -3.05126 -1.03536
C -3.82956 -1.80959 -2.82238
N -3.19769 -1.79246 -1.51123
H -2.46734 -2.99791 0.03979
C -3.04980 -0.63032 -0.84479
O -2.49435 -0.49524 0.25989
H -4.53440 -0.97199 -2.88869
H -3.48013 0.23494 -1.39460
H -3.36672 -3.84559 -1.27345
H -4.36172 -2.75827 -2.95004
O -0.22071 -1.13758 -1.73158
C 0.48561 -0.88440 -2.87772
C -1.33434 0.71387 -3.68210
C 0.02137 0.41057 -3.56095
H -2.05505 0.09880 -3.12225
C -1.73564 1.76167 -4.52455
H 1.55725 -0.76669 -2.64716
C 0.98932 1.26644 -4.09545
H -2.79889 1.95754 -4.66753
C -0.76187 2.53546 -5.17155
C 0.59318 2.30752 -4.92326
H 2.04164 1.06825 -3.86696
H -1.06907 3.31967 -5.85979
H 1.35062 2.93710 -5.39336
Si 1.83991 -5.14319 2.49576
Cl 1.75435 -5.09598 0.40146
C 0.16225 -5.08914 3.36044
C 2.91179 -3.69674 3.03118
C 2.62394 -6.82020 2.88639
H -0.53045 -4.35340 2.92118
H 0.31059 -4.80193 4.41337
H -0.33847 -6.06631 3.34452
H 1.91662 -7.64163 2.70330
H 2.92942 -6.86141 3.93882
H 3.50625 -7.01177 2.26211
H 2.50295 -2.73964 2.66910
H 3.92937 -3.79886 2.63524
H 2.99594 -3.66321 4.12820
N -0.33513 1.82927 -0.10614
S 0.54860 3.14288 0.12943
C -0.41821 4.46616 -0.59508
C -0.52649 5.73331 -0.00855
C -1.29293 6.72408 -0.63528
C -1.92950 6.46682 -1.85324
C -1.80093 5.20368 -2.44172
C -1.03971 4.21122 -1.82136
C 0.52530 3.55932 1.85749
C 1.75259 3.77487 2.49478
C 1.76900 4.16447 3.83173
C 0.56780 4.29467 4.53662
C -0.64660 4.00409 3.90849
C -0.67079 3.62418 2.56455
H -1.34537 1.98759 -0.19274
H -0.00015 5.94124 0.92115
H -1.38420 7.70608 -0.17122
H -2.53173 7.23976 -2.33377
H -2.28734 4.99472 -3.39271
H -0.89494 3.23625 -2.28469
H 2.66595 3.64501 1.91662
H 2.72029 4.37611 4.31966
H 0.58571 4.61962 5.58261
H -1.58313 4.08818 4.46528
H -1.60413 3.38206 2.05896
*
```

Computed properties:
E_tot ... -3920.5095 hartree
HOMO-LUMO gap ... 7.42 eV
HOMO level ... -7.41 eV
Molar mass ... 897.2 g/mol